Computed, not measured: C23H14Br2CuF5N2OS2 as an isolated structure, with wB97M-V/def2-TZVPD.

Computed properties:
Strongest force on any atom: 0.37 eV Å⁻¹
LUMO level (alpha / beta): -0.117 / -0.187 hartree
Energy above the lowest of the compared OMol25 structures with the same formula, charge and spin: 77.5 kcal per mole
HOMO level (alpha / beta): -10.94 / -10.80 eV
Total charge: +1
Frontier orbital gap (alpha / beta): 0.285 / 0.209 hartree
Spin multiplicity: 2

The geometry in XYZ format:
```
50
Properties=species:S:1:pos:R:3:forces:R:3
Cu 0.089917 -0.781682 0.562806 -0.259 -0.059 -0.045
Br 5.169657 -0.305609 3.942158 0.019 -0.002 0.009
C 4.114791 -0.340643 2.386998 -0.046 -0.041 -0.063
C 3.635025 0.780874 1.838338 -0.054 0.014 -0.051
C 2.937527 0.563665 0.536697 0.030 -0.102 0.030
N 2.017692 -0.536352 0.584144 -0.115 -0.159 0.066
C 2.618569 -1.664013 1.086177 0.061 -0.023 -0.029
C 3.737195 -1.632412 1.858712 -0.033 0.109 -0.011
C 1.853772 -2.909794 0.864992 0.011 0.024 0.010
C 2.430455 -4.167153 0.797507 -0.033 0.050 0.036
C 1.599256 -5.259266 0.623493 -0.047 0.004 -0.006
Br 2.330433 -6.977360 0.513460 0.011 -0.031 0.002
C 0.224663 -5.080645 0.525716 0.050 0.008 0.024
C -0.270332 -3.796426 0.581319 -0.001 0.010 0.078
N 0.527361 -2.733928 0.738580 0.160 0.097 -0.047
H 3.799931 1.774612 2.225119 0.022 0.027 0.020
H 3.666166 0.396139 -0.274185 -0.120 0.102 -0.029
H 4.191647 -2.532418 2.239384 -0.008 -0.018 0.033
H 3.501390 -4.285411 0.859945 0.018 0.002 0.024
H -0.444469 -5.918465 0.407034 -0.015 -0.020 -0.021
H -1.329956 -3.599175 0.511035 -0.032 0.038 -0.034
F -6.198267 2.740197 1.624064 0.059 -0.051 -0.017
C -5.245664 1.887716 1.270604 0.025 -0.020 -0.008
C -3.927129 2.123038 1.622446 -0.022 -0.007 0.005
F -3.594380 3.209353 2.320020 -0.028 -0.046 -0.014
C -2.950396 1.223175 1.238343 0.345 0.057 0.127
F -1.672243 1.492812 1.638947 -0.324 -0.090 -0.160
C -3.210342 0.086048 0.489724 0.059 0.027 0.056
S -2.021173 -1.061475 -0.112260 0.219 0.082 -0.020
C -4.551127 -0.131167 0.168722 -0.046 0.006 -0.037
F -4.896466 -1.209931 -0.533065 0.041 0.067 0.020
C -5.554276 0.746944 0.542934 -0.037 0.027 0.023
F -6.814708 0.504119 0.202188 0.104 0.019 0.027
C 0.316702 3.470897 0.468078 0.117 -0.014 0.028
S 0.684496 1.793304 0.007948 -0.008 -0.051 -0.143
O 2.259205 1.816565 0.119119 -0.158 -0.123 0.022
C 0.352861 1.784963 -1.735095 0.153 0.092 0.009
C -0.968808 1.918673 -2.144335 0.039 -0.030 0.040
C -1.243350 1.881431 -3.499663 0.002 0.012 0.007
C -0.214636 1.692618 -4.414054 0.003 0.010 0.006
C 1.093875 1.541784 -3.982076 0.012 -0.031 0.012
C 1.394026 1.589113 -2.628010 -0.055 0.032 -0.033
H 1.040189 4.106563 -0.038442 -0.033 0.052 -0.007
H 0.387847 3.545875 1.550159 0.011 -0.015 0.023
H -0.697320 3.679632 0.138291 -0.063 0.004 -0.011
H -1.772460 2.040223 -1.430144 -0.054 -0.015 0.064
H -2.262465 1.994632 -3.840078 -0.025 -0.011 -0.010
H -0.437163 1.664194 -5.471280 -0.007 -0.018 -0.023
H 1.889291 1.383112 -4.696179 0.013 0.027 -0.020
H 2.413193 1.491052 -2.286336 0.038 -0.023 0.037
```
Forces are in eV/Å.


Computed, not measured: a 6-piece molecular cluster, C18H24ClF5NO15 overall, with wB97M-V/def2-TZVPD.

Computed properties:
Strongest force on any atom: 0.52 eV Å⁻¹
LUMO level: -0.150 hartree
HOMO level: -12.66 eV
Total charge: +1
Frontier orbital gap: 0.316 hartree

The geometry in XYZ format:
```
64
Properties=species:S:1:pos:R:3:forces:R:3
C -0.387397 -2.925017 -2.697977 -0.115 0.243 -0.071
C 0.361878 -4.037162 -1.973843 0.034 -0.031 0.391
C 1.274589 -3.432611 -0.901880 -0.009 0.268 0.141
N 0.404729 -2.993239 0.264704 -0.172 -0.068 -0.177
Cl 1.101508 -1.810361 1.319046 0.304 -0.298 0.017
H -0.642283 -2.148296 -1.975612 -0.068 0.125 -0.228
H -1.331949 -3.237034 -3.142193 0.135 -0.193 0.016
H 0.201934 -2.444417 -3.480527 0.117 -0.140 0.091
H -0.343414 -4.723688 -1.487026 0.090 0.010 -0.048
H 0.971047 -4.662194 -2.627915 -0.014 0.126 -0.047
H 1.755294 -2.514206 -1.239801 0.048 -0.126 -0.134
H 2.026768 -4.103036 -0.489270 -0.100 -0.042 -0.040
H 0.165683 -3.805572 0.847031 0.036 0.002 -0.016
H -0.453308 -2.534645 -0.082136 -0.060 0.222 -0.001
C 1.182716 1.756173 2.257540 -0.212 0.031 0.030
C -0.045547 2.433076 1.661227 0.211 0.014 -0.003
O 0.149284 3.781004 2.032272 -0.060 0.102 -0.153
C 1.470992 3.997629 2.253807 0.097 -0.116 -0.012
O 1.986162 5.055820 2.367441 -0.034 -0.007 -0.003
O 2.132337 2.811157 2.296845 0.062 0.120 0.061
F -1.192130 1.972227 2.210281 -0.023 0.016 0.095
H 0.945493 1.432848 3.273717 0.031 -0.091 -0.028
H 1.577170 0.939637 1.661369 0.016 0.047 -0.065
H -0.131520 2.372222 0.575717 -0.066 -0.073 -0.005
C 4.582725 5.845516 0.269920 -0.093 -0.174 -0.074
C 4.684755 4.332839 0.390073 -0.037 0.218 0.226
O 6.047971 4.097899 0.148980 0.106 -0.164 0.095
C 6.751905 5.234186 0.451135 -0.040 -0.059 -0.096
O 7.928994 5.287314 0.532065 -0.039 0.023 -0.010
O 5.894038 6.257091 0.651537 0.088 0.132 -0.006
F 3.937102 3.678439 -0.542988 0.025 0.046 -0.110
H 4.405027 6.121336 -0.771605 -0.069 -0.004 0.013
H 3.840288 6.290468 0.923474 0.061 0.011 0.074
H 4.412945 3.939479 1.370845 -0.069 -0.027 -0.044
C -4.306996 -1.647297 -1.238933 -0.116 0.490 0.127
C -4.517971 -0.162372 -0.944229 -0.042 -0.141 -0.329
O -3.369480 0.159179 -0.143440 0.206 0.240 -0.028
C -2.416175 -0.729037 -0.398356 -0.221 -0.385 -0.064
O -1.276610 -0.700003 -0.016821 -0.018 0.134 0.096
O -2.877268 -1.736045 -1.151159 -0.060 -0.427 0.032
F -5.627927 0.088546 -0.234919 0.035 -0.096 0.166
H -4.764767 -2.256987 -0.459238 -0.012 -0.026 -0.037
H -4.632366 -1.950894 -2.227498 0.045 0.030 -0.033
H -4.508181 0.467300 -1.832083 -0.060 0.017 0.030
C -5.317320 3.541565 -2.925662 0.177 0.091 -0.048
C -4.219039 4.234345 -3.723354 -0.127 -0.103 -0.061
O -3.321429 3.165640 -3.991269 0.055 -0.009 -0.253
C -3.986754 1.995288 -3.914602 -0.054 0.015 0.157
O -3.559845 0.930992 -4.228427 0.058 0.040 0.130
O -5.219632 2.191924 -3.393404 -0.054 -0.124 0.086
F -3.575627 5.172724 -3.001206 0.027 -0.031 0.095
H -5.063865 3.580243 -1.864551 -0.081 0.044 0.010
H -6.320423 3.914115 -3.100339 0.005 0.012 -0.061
H -4.533846 4.671022 -4.671710 0.008 0.083 0.046
C 2.627353 -6.006110 3.276769 -0.217 -0.053 -0.165
C 1.414911 -5.109797 3.081634 0.189 0.249 0.133
O 0.545439 -5.518488 4.073909 -0.129 0.042 0.229
C 1.282889 -6.106346 5.097418 -0.082 0.037 -0.252
O 0.846522 -6.369880 6.154214 0.021 -0.039 -0.006
O 2.552225 -6.280957 4.669324 0.053 -0.125 0.155
F 0.808416 -5.287920 1.839848 0.060 -0.150 0.027
H 2.488292 -6.931266 2.712308 0.073 0.032 -0.050
H 3.581578 -5.547586 3.039888 0.006 0.048 0.058
H 1.602111 -4.036778 3.169635 0.073 -0.035 -0.073
```
Forces are in eV/Å.


Computed, not measured: one molecule with the formula C18H28N2O2S, with wB97M-V/def2-TZVPD.

Computed properties:
Strongest force on any atom: 0.61 eV Å⁻¹
LUMO level: 0.023 hartree
Energy above the lowest of the compared OMol25 structures with the same formula, charge and spin: 42.7 kcal per mole
HOMO level: -7.51 eV
Total charge: 0
Frontier orbital gap: 0.299 hartree
SMILES: COc1ccc(SCCN2CCN(CC(C)C)CCC2=O)cc1

The geometry in XYZ format:
```
51
Properties=species:S:1:pos:R:3:forces:R:3
C -2.158796 -7.107059 -2.430644 -0.004 -0.097 0.174
H -2.987813 -6.783084 -1.792826 0.042 -0.003 -0.013
O -2.118646 -6.381152 -3.634298 0.015 0.206 -0.255
C -1.945959 -5.029154 -3.569762 0.016 0.133 -0.032
C -1.788383 -4.298300 -2.400322 -0.058 -0.421 0.001
C -1.619305 -2.922247 -2.442620 -0.022 0.103 -0.187
C -1.607505 -2.263058 -3.659230 0.053 0.327 0.199
C -1.762911 -2.992560 -4.836798 0.026 0.002 0.150
C -1.929658 -4.356748 -4.794224 -0.011 -0.187 0.119
H -2.051615 -4.930035 -5.699338 -0.019 -0.073 -0.117
H -1.752489 -2.472465 -5.782582 -0.014 0.001 -0.159
S -1.416627 -0.509866 -3.866803 -0.037 0.220 0.061
C -1.311725 0.151279 -2.176886 0.149 -0.381 -0.452
H -1.558729 1.209470 -2.273452 -0.052 -0.016 0.024
C 0.082252 -0.027903 -1.578930 -0.164 -0.284 -0.101
N 0.131570 0.463454 -0.216718 0.083 -0.021 -0.187
C -0.248059 -0.382846 0.771061 -0.072 0.255 0.287
O -0.623414 -1.516115 0.527739 -0.139 -0.433 -0.011
C -0.153289 0.137171 2.190035 0.157 -0.160 0.093
H -0.826012 0.986331 2.327063 -0.047 0.034 0.045
H -0.492438 -0.671589 2.838674 -0.056 0.048 -0.117
C 1.284703 0.535441 2.582120 -0.135 -0.037 0.079
N 1.709544 1.860818 2.198318 0.094 -0.155 0.102
C 1.776975 2.052428 0.768249 -0.121 0.126 -0.119
H 2.142171 3.063859 0.582669 0.062 0.030 -0.045
C 0.451294 1.858155 0.005063 0.296 0.223 0.360
H 0.533309 2.336524 -0.971973 -0.063 -0.023 0.043
H -0.364296 2.350585 0.546050 0.053 0.078 -0.108
H 2.511817 1.346459 0.367952 -0.014 0.077 -0.105
C 1.087514 2.952538 2.928124 0.319 0.075 -0.093
H 0.822806 2.576001 3.917364 -0.072 -0.023 0.001
C 2.061778 4.142004 3.081770 -0.213 0.217 0.047
C 2.357773 4.417774 4.554521 0.085 -0.070 -0.280
H 3.066399 5.237072 4.652890 0.069 0.091 0.080
H 1.446069 4.690315 5.082854 -0.111 0.030 0.096
H 2.785151 3.537298 5.027724 0.042 -0.093 0.124
C 1.517471 5.402972 2.412934 0.200 -0.172 0.078
H 2.236157 6.215383 2.492579 0.031 0.141 -0.017
H 1.313356 5.231536 1.357991 -0.068 0.024 -0.134
H 0.593742 5.718121 2.894742 -0.132 0.069 0.023
H 3.001051 3.860268 2.596443 -0.078 -0.035 -0.004
H 0.157796 3.304120 2.455582 -0.069 -0.031 0.055
H 1.385017 0.462944 3.668182 -0.003 -0.055 -0.065
H 1.983579 -0.179849 2.136817 -0.016 -0.049 0.075
H 0.822450 0.500192 -2.183589 -0.036 -0.040 0.046
H 0.337648 -1.090439 -1.560735 0.016 0.173 -0.090
H -2.067243 -0.335778 -1.562052 0.001 0.081 0.096
H -1.494629 -2.407016 -1.503850 0.055 0.134 0.098
H -1.789699 -4.777222 -1.434277 -0.009 -0.106 0.073
H -2.311151 -8.146346 -2.718069 0.012 0.058 0.074
H -1.219005 -7.019681 -1.875532 -0.042 0.009 -0.010
```
Forces are in eV/Å.


- Number 1 is which compound?
  C23H14Br2CuF5N2OS2


- strongest force on any atom of number 3 (C18H28N2O2S)?
  0.61 eV Å⁻¹


- What is the formula in the first record?
  C23H14Br2CuF5N2OS2